Here is a single C4H7N3O molecule at a distorted geometry from the OMol25 dataset. Energies are from ωB97M-V with the def2-TZVPD basis set.

Values from the calculation:
E_tot: -10776.6465 eV
Net charge: 0
SMILES string: C=CC(=O)N/C=N\N
Kohn-Sham gap: 8.435 eV
Spin multiplicity: 1
ΔE to the lowest compared entry with this formula, charge and spin: 71.51 kcal per mole
HOMO: -8.36 eV

XYZ file:
```
15
Properties=species:S:1:pos:R:3:lowdin_charge:R:1
O -0.31 -1.41 0.45 0.015
N -0.16 0.80 -0.04 0.110
N -2.64 0.46 0.10 -0.016
N -2.57 -0.86 -0.32 -0.014
C 1.79 -0.55 -0.25 -0.065
C 0.31 -0.42 0.02 -0.483
C -1.57 1.10 0.18 -0.209
C 2.89 0.29 0.01 0.033
H -1.73 -1.45 0.04 0.047
H 2.64 1.35 0.22 0.049
H 3.93 -0.12 0.20 0.081
H 2.15 -1.58 -0.17 0.092
H -3.52 -1.23 -0.31 0.077
H -1.58 2.13 0.51 0.101
H 0.38 1.50 -0.64 0.183
```


Here is a molecular structure, C37H51Cl2CrNO3PS4Sb from the OMol25 dataset. Energies are from ωB97M-V with the def2-TZVPD basis set.

Values from the calculation:
E_tot: -159459.9974 eV
Net charge: +1
Kohn-Sham gap (alpha / beta): 6.831 / 7.332 eV
Spin multiplicity: 4
HOMO (alpha / beta): -10.22 / -10.21 eV
Expectation value of S²: 3.873

XYZ file:
```
101
Properties=species:S:1:pos:R:3:lowdin_spin:R:1
Sb -0.92 2.23 -0.48 -0.056
Cr -0.96 -0.54 0.07 3.149
Cl -5.50 -1.16 -0.51 0.002
Cl -5.32 -0.71 2.38 0.001
S -1.92 -1.67 3.83 0.003
S -1.97 -3.52 -3.70 0.002
S 0.10 -0.01 2.21 -0.001
S -1.79 -1.11 -2.03 -0.045
P 1.26 -1.66 -0.49 -0.017
O -0.94 -3.43 -1.26 0.003
O -2.86 0.02 0.55 -0.011
O -2.28 -2.03 0.98 0.007
N 0.08 -0.45 4.79 0.006
C -2.18 4.73 0.88 -0.004
C 1.74 -3.20 -4.80 -0.001
C -0.64 -4.83 -1.38 0.000
C 1.44 -2.30 -2.18 -0.003
C -3.70 2.53 -1.67 -0.001
C 2.01 2.65 0.17 0.000
C -2.77 2.58 1.98 -0.001
C -2.08 4.27 -2.51 -0.004
C 4.72 0.49 -1.12 0.000
C 4.48 0.19 1.25 0.000
C 1.99 -4.06 -3.74 0.001
C 1.55 -3.07 0.64 -0.003
C 2.81 -3.66 0.71 -0.001
C 2.02 -5.18 2.40 0.000
C 2.82 -0.71 -0.25 -0.001
C 0.77 -4.60 2.33 0.000
C 1.47 2.59 -2.26 0.000
C 3.31 -0.51 1.04 -0.002
C 1.33 -1.90 -4.56 0.001
C -0.41 -1.17 5.96 0.000
C -0.52 -0.68 3.63 0.008
C 1.84 -3.61 -2.44 -0.002
C -2.00 1.97 -3.39 -0.001
C -1.86 -1.50 5.64 0.001
C -3.18 -1.17 0.84 0.010
C 1.02 3.12 -0.90 -0.008
C -1.65 3.35 1.28 -0.013
C 3.05 -4.71 1.58 0.000
C -4.64 -1.55 0.97 -0.001
C 5.19 0.70 0.17 -0.002
C 1.18 -1.45 -3.26 0.000
C 0.53 -3.55 1.45 0.001
C -0.50 3.57 2.26 -0.001
C 3.54 -0.21 -1.33 -0.002
C -1.55 -2.82 -2.28 0.004
C 1.03 4.65 -0.94 -0.003
C -2.26 2.80 -2.13 -0.011
H -3.82 1.50 -1.31 0.000
H 2.29 -5.08 -3.93 0.000
H 4.85 0.33 2.26 0.000
H -1.56 -5.40 -1.26 0.000
H 1.55 1.50 -2.26 0.000
H -0.46 -3.12 1.39 0.001
H 2.78 -0.92 1.89 0.000
H 4.03 -5.16 1.62 0.000
H -2.90 4.55 -3.18 -0.001
H -2.45 5.26 1.79 -0.001
H 2.05 4.98 -1.16 -0.001
H -3.61 2.36 1.34 0.000
H -0.20 -5.04 -2.35 0.000
H -2.18 -2.43 6.09 0.000
H -4.72 -2.62 1.14 0.000
H 2.21 -6.00 3.08 0.000
H 0.19 -2.07 6.11 0.000
H 0.01 2.65 2.54 0.000
H 1.12 -1.23 -5.38 0.000
H -3.13 3.20 2.82 0.000
H -1.44 5.33 0.35 0.000
H 0.23 4.28 1.89 0.000
H -0.32 -0.54 6.85 0.000
H 1.94 3.24 1.08 0.000
H 0.75 5.09 0.02 0.000
H 2.02 -4.30 -1.62 0.000
H 1.85 -3.55 -5.82 0.000
H 0.83 -0.44 -3.08 0.000
H 0.96 0.05 4.80 0.000
H 2.46 2.99 -2.50 0.000
H -0.92 4.00 3.18 0.000
H -0.04 -4.96 2.96 0.000
H 1.87 1.60 0.45 0.000
H -0.94 1.91 -3.66 0.000
H -2.52 2.46 -4.22 0.000
H -2.53 -0.70 5.94 0.000
H 3.62 -3.29 0.09 0.000
H 6.11 1.24 0.33 0.000
H 3.21 -0.38 -2.34 0.000
H -4.02 3.20 -0.88 0.000
H -1.15 4.43 -3.06 0.000
H 3.03 2.74 -0.21 0.000
H 5.28 0.86 -1.97 0.000
H 0.79 2.88 -3.07 0.000
H -3.08 4.68 0.27 0.000
H 0.05 -5.05 -0.57 0.000
H -2.39 0.96 -3.31 -0.001
H -2.41 1.63 2.39 0.000
H -2.11 4.97 -1.67 0.000
H 0.37 5.06 -1.71 0.000
H -4.37 2.67 -2.52 0.000
```


- What is the formula in the first record?
  C4H7N3O


Please write out number 1 again, unchanged.
Here is a single C4H7N3O molecule at a distorted geometry from the OMol25 dataset. Energies are from ωB97M-V with the def2-TZVPD basis set.

Values from the calculation:
E_tot: -10776.6465 eV
Net charge: 0
SMILES string: C=CC(=O)N/C=N\N
Kohn-Sham gap: 8.435 eV
Spin multiplicity: 1
ΔE to the lowest compared entry with this formula, charge and spin: 71.51 kcal per mole
HOMO: -8.36 eV

XYZ file:
```
15
Properties=species:S:1:pos:R:3:lowdin_charge:R:1
O -0.31 -1.41 0.45 0.015
N -0.16 0.80 -0.04 0.110
N -2.64 0.46 0.10 -0.016
N -2.57 -0.86 -0.32 -0.014
C 1.79 -0.55 -0.25 -0.065
C 0.31 -0.42 0.02 -0.483
C -1.57 1.10 0.18 -0.209
C 2.89 0.29 0.01 0.033
H -1.73 -1.45 0.04 0.047
H 2.64 1.35 0.22 0.049
H 3.93 -0.12 0.20 0.081
H 2.15 -1.58 -0.17 0.092
H -3.52 -1.23 -0.31 0.077
H -1.58 2.13 0.51 0.101
H 0.38 1.50 -0.64 0.183
```


- Which of these has the highest E_tot?
  C4H7N3O


- The lowest net charge belongs to which entry?
  C4H7N3O